The following is a DFT calculation (wB97M-V/def2-TZVPD) of a single C5H11NO molecule at a distorted geometry.

Calculated values
SMILES string = CN1CC[C@@H](O)C1
total charge = 0
energy relative to the best compared isomer or geometry (same formula, charge and spin) = 185.4 kJ/mol
HOMO-LUMO gap = 9.2 eV

Last columns: bonded neighbours and bond lengths (Å).
Positions of all 18 atoms, in Å:
1 C -1.768 0.262 1.051  H6 1.144, H7 1.145, H8 1.101, N17 1.481
2 C 0.301 -1.109 0.752  C3 1.475, H9 1.136, H10 1.083, N17 1.480
3 C 1.220 -0.912 -0.384  C2 1.475, C4 1.516, H11 1.076, H12 1.116
4 C 0.746 0.402 -0.973  C3 1.516, C5 1.483, H13 1.076, O18 1.374
5 C 0.434 1.127 0.283  C4 1.483, H15 1.098, H16 1.092, N17 1.497
6 H -2.105 0.123 -0.034  C1 1.144
7 H -2.291 -0.574 1.632  C1 1.145
8 H -1.986 1.277 1.417  C1 1.101
9 H -0.530 -1.830 0.469  C2 1.136
10 H 0.887 -1.494 1.577  C2 1.083
11 H 2.264 -0.790 -0.154  C3 1.076
12 H 1.120 -1.699 -1.170  C3 1.116
13 H 1.481 0.868 -1.606  C4 1.076
14 H -0.416 -0.715 -2.073  O18 0.977
15 H 1.415 1.462 0.642  C5 1.098
16 H -0.092 2.073 0.137  C5 1.092
17 N -0.296 0.176 1.180  C1 1.481, C2 1.480, C5 1.497
18 O -0.409 0.181 -1.683  C4 1.374, H14 0.977